No. 1
The following is a DFT calculation (wB97M-V/def2-TZVPD) of a single C5H7N3O molecule at a distorted geometry.

XYZ file:
```
16
Properties=species:S:1:pos:R:3:forces:R:3:lowdin_charge:R:1
O -0.499 -1.859 1.592 0.481 0.496 -0.149 0.074
N 2.767 -0.216 1.369 -0.394 -0.182 0.089 0.165
N 0.840 -1.352 -1.537 0.482 0.115 -0.099 0.173
N -1.746 0.066 -0.554 -0.100 -0.219 0.197 0.116
C -0.046 -0.971 0.893 -1.981 -0.781 -1.015 -0.427
C -0.233 1.715 0.503 -0.055 0.059 -0.209 -0.019
C -0.516 0.283 0.122 0.709 0.239 0.688 -0.387
C 0.580 -0.695 -0.404 0.256 -0.294 1.653 -0.242
C 1.702 -0.369 0.942 0.666 0.616 -1.257 -0.132
H -0.292 2.356 -0.381 -0.013 0.023 0.025 0.087
H -0.980 2.054 1.223 -0.037 -0.061 -0.053 0.092
H -2.233 0.911 -0.809 0.052 -0.029 0.157 0.087
H 0.746 1.845 0.958 0.036 -0.079 -0.069 0.072
H 1.072 -2.335 -1.494 -0.125 0.167 -0.016 0.124
H -2.356 -0.593 -0.089 -0.001 0.068 -0.083 0.100
H 1.194 -0.839 -2.333 0.023 -0.139 0.140 0.116
```
Positions in Å, forces in eV/Å.

Highest occupied orbital energy: -8.915 eV
Total energy: -11812.1038 eV
Relative energy (zero: lowest compared OMol25 entry of this formula, charge and spin): 98.8 kcal/mol

No. 2
The following is a DFT calculation (wB97M-V/def2-TZVPD) of a single C2H4N2 molecule at a distorted geometry.

XYZ file:
```
8
Properties=species:S:1:pos:R:3:forces:R:3:lowdin_charge:R:1
N 0.015 -1.414 0.519 0.543 -1.238 1.204 0.102
N 1.196 0.018 -0.950 0.003 0.999 -0.667 0.085
C -0.596 -0.358 0.267 -4.379 -0.336 -0.610 -0.293
C 0.338 0.610 -0.209 3.856 2.726 0.594 -0.266
H -0.607 -2.147 0.733 -1.112 -1.321 0.448 0.034
H -1.787 -0.310 0.173 2.560 0.358 0.482 0.146
H 2.083 0.493 -1.094 -0.213 0.631 -0.030 0.049
H 0.635 1.606 0.380 -1.258 -1.818 -1.419 0.142
```
Positions in Å, forces in eV/Å.

Highest occupied orbital energy: -9.859 eV
Total energy: -5116.3959 eV
Relative energy (zero: lowest compared OMol25 entry of this formula, charge and spin): 59.1 kcal/mol
SMILES string: [H]/N=C/C=N/[H]